No. 1
Below is a cluster of 2 separate species, C4H12 in total, with properties calculated with ωB97M-V/def2-TZVPD.

Relative energy (zero: lowest compared OMol25 entry of this formula, charge and spin) in kcal per mole: 0.6
M in g mol⁻¹: 60.140
Highest occupied orbital energy in eV: -11.8
E in eV: -4342.504
Frontier orbital gap in eV: 12.97

Each line ends with the natural charge from an NBO analysis.
Geometry (Å):
1 C -0.30 -1.53 -1.31  -0.602
2 C -0.90 -2.70 -0.50  -0.602
3 H 0.72 -1.36 -1.00  0.201
4 H -0.91 -0.64 -1.18  0.202
5 H -0.32 -1.77 -2.38  0.201
6 H -0.87 -2.47 0.56  0.200
7 H -0.37 -3.62 -0.70  0.201
8 H -1.94 -2.86 -0.78  0.200
9 C 0.16 1.92 0.30  -0.602
10 C 1.03 2.32 1.50  -0.602
11 H -0.70 1.35 0.63  0.200
12 H 0.74 1.30 -0.40  0.202
13 H -0.18 2.80 -0.23  0.200
14 H 1.34 1.43 2.06  0.199
15 H 0.46 2.96 2.17  0.201
16 H 1.93 2.83 1.17  0.202

No. 2
Below is a cluster of 2 separate species, C4H12 in total in a non-equilibrium geometry, with properties calculated with ωB97M-V/def2-TZVPD.

Relative energy (zero: lowest compared OMol25 entry of this formula, charge and spin) in kcal per mole: 10.1
M in g mol⁻¹: 60.140
Highest occupied orbital energy in eV: -11.4
E in eV: -4342.091
Frontier orbital gap in eV: 12.57

Each line ends with the natural charge from an NBO analysis.
Geometry (Å):
1 C 1.11 -0.52 -2.21  -0.610
2 C 1.66 -0.61 -0.79  -0.610
3 H 0.64 -1.48 -2.44  0.202
4 H 0.38 0.27 -2.34  0.204
5 H 1.91 -0.38 -2.94  0.205
6 H 0.93 -0.38 -0.01  0.205
7 H 2.13 -1.58 -0.63  0.203
8 H 2.39 0.15 -0.58  0.200
9 C -1.23 1.20 1.93  -0.619
10 C -1.56 0.06 1.01  -0.622
11 H -1.79 1.11 2.87  0.205
12 H -0.23 1.08 2.34  0.210
13 H -1.47 2.19 1.56  0.211
14 H -1.39 -0.94 1.44  0.204
15 H -0.92 -0.02 0.14  0.201
16 H -2.55 -0.14 0.66  0.210

No. 3
Below is a cluster of 2 separate species, C4H12 in total, with properties calculated with ωB97M-V/def2-TZVPD.

Relative energy (zero: lowest compared OMol25 entry of this formula, charge and spin) in kcal per mole: 3.5
M in g mol⁻¹: 60.140
Highest occupied orbital energy in eV: -11.7
E in eV: -4342.378
Frontier orbital gap in eV: 12.86

Each line ends with the natural charge from an NBO analysis.
Geometry (Å):
1 C 0.87 -0.13 -1.67  -0.605
2 C 2.38 -0.27 -1.61  -0.607
3 H 0.49 0.81 -1.28  0.202
4 H 0.51 -0.21 -2.70  0.201
5 H 0.34 -0.92 -1.13  0.198
6 H 2.70 -1.24 -2.01  0.205
7 H 2.77 -0.08 -0.60  0.204
8 H 2.83 0.48 -2.26  0.201
9 C -2.03 -0.27 1.22  -0.614
10 C -1.19 0.69 2.09  -0.613
11 H -2.98 0.15 0.90  0.206
12 H -1.44 -0.61 0.36  0.204
13 H -2.28 -1.20 1.77  0.203
14 H -0.81 0.18 2.98  0.205
15 H -1.79 1.53 2.43  0.204
16 H -0.36 1.09 1.52  0.204

No. 4
Below is a cluster of 2 separate species, C4H12 in total, with properties calculated with ωB97M-V/def2-TZVPD.

Relative energy (zero: lowest compared OMol25 entry of this formula, charge and spin) in kcal per mole: 4.1
M in g mol⁻¹: 60.140
Highest occupied orbital energy in eV: -11.7
E in eV: -4342.351
Frontier orbital gap in eV: 12.87

Each line ends with the natural charge from an NBO analysis.
Geometry (Å):
1 C 2.76 -1.04 -0.49  -0.602
2 C 1.45 -0.27 -0.29  -0.607
3 H 3.57 -0.33 -0.59  0.200
4 H 2.97 -1.62 0.41  0.200
5 H 2.74 -1.70 -1.34  0.201
6 H 1.11 0.21 -1.20  0.203
7 H 1.61 0.45 0.50  0.202
8 H 0.70 -0.93 0.14  0.202
9 C -2.50 0.00 0.31  -0.617
10 C -1.72 1.33 0.39  -0.615
11 H -2.45 -0.60 1.22  0.204
12 H -3.57 0.17 0.17  0.205
13 H -2.14 -0.63 -0.51  0.206
14 H -1.06 1.35 1.26  0.204
15 H -2.40 2.16 0.51  0.206
16 H -1.09 1.45 -0.48  0.207

No. 5
Below is a cluster of 2 separate species, C4H12 in total in a non-equilibrium geometry, with properties calculated with ωB97M-V/def2-TZVPD.

Relative energy (zero: lowest compared OMol25 entry of this formula, charge and spin) in kcal per mole: 42.8
M in g mol⁻¹: 60.140
Highest occupied orbital energy in eV: -11.2
E in eV: -4340.674
Frontier orbital gap in eV: 12.30

Each line ends with the natural charge from an NBO analysis.
Geometry (Å):
1 C 1.47 2.46 -0.47  -0.585
2 C -0.10 2.38 -0.24  -0.595
3 H 1.90 2.27 -1.39  0.200
4 H 1.63 3.43 -0.13  0.195
5 H 1.71 1.65 0.39  0.191
6 H -0.68 2.99 -0.79  0.197
7 H -0.24 1.31 -0.36  0.196
8 H -0.18 2.37 0.85  0.202
9 C -1.01 -2.95 -0.07  -0.629
10 C -0.34 -1.79 0.72  -0.618
11 H -1.22 -3.82 0.45  0.205
12 H -1.87 -2.66 -0.61  0.206
13 H -0.57 -3.49 -0.95  0.207
14 H -0.65 -0.79 0.49  0.210
15 H -0.66 -1.88 1.75  0.208
16 H 0.75 -1.98 0.65  0.212

No. 6
Below is a cluster of 2 separate species, C4H12 in total in a non-equilibrium geometry, with properties calculated with ωB97M-V/def2-TZVPD.

Relative energy (zero: lowest compared OMol25 entry of this formula, charge and spin) in kcal per mole: 10.5
M in g mol⁻¹: 60.140
Highest occupied orbital energy in eV: -11.5
E in eV: -4342.072
Frontier orbital gap in eV: 12.70

Each line ends with the natural charge from an NBO analysis.
Geometry (Å):
1 C -0.89 1.51 -2.18  -0.602
2 C -0.92 0.26 -1.24  -0.603
3 H -1.69 2.17 -1.85  0.199
4 H 0.00 2.14 -2.09  0.200
5 H -1.05 1.11 -3.17  0.203
6 H -0.96 0.60 -0.21  0.200
7 H -1.89 -0.18 -1.49  0.199
8 H -0.21 -0.50 -1.52  0.204
9 C 1.53 -1.16 1.27  -0.603
10 C 0.35 -0.61 2.15  -0.599
11 H 2.00 -2.03 1.72  0.200
12 H 1.22 -1.40 0.26  0.203
13 H 2.22 -0.31 1.32  0.199
14 H -0.14 0.16 1.58  0.200
15 H 0.72 -0.28 3.11  0.201
16 H -0.28 -1.48 2.34  0.198